Molecular formula: C20H45BF4N4O3
Method: DFT, ωB97M-V/def2-TZVPD

HOMO in eV: -8.93
Orbital gap in eV: 8.73

```
77
Properties=species:S:1:pos:R:3:lowdin_charge:R:1
C -39.590 -19.595 104.096 -0.108
C -40.274 -20.740 104.770 -0.278
C -40.151 -20.895 106.276 -0.102
N -40.637 -22.211 106.762 -0.209
C -39.704 -23.256 106.443 0.012
C -42.058 -22.454 106.449 -0.068
C -42.723 -23.347 107.612 -0.061
C -41.744 -23.110 108.744 -0.106
C -40.656 -22.176 108.253 -0.080
H -39.740 -19.566 102.931 0.112
H -38.393 -19.604 104.217 0.105
H -39.692 -18.561 104.639 0.107
H -40.095 -21.789 104.356 0.128
H -41.246 -20.855 104.418 0.072
H -40.488 -20.037 106.522 0.080
H -39.091 -20.777 106.439 0.141
H -40.047 -24.214 106.867 0.131
H -38.766 -23.274 106.667 0.036
H -39.811 -23.590 105.399 0.126
H -42.272 -22.614 105.361 0.154
H -42.497 -21.525 106.412 0.103
H -42.707 -24.282 107.064 0.114
H -43.661 -23.068 107.804 0.069
H -41.208 -24.002 108.982 0.109
H -42.250 -22.696 109.514 0.092
H -39.713 -22.415 108.675 0.116
H -40.900 -21.329 108.700 0.103
B -36.998 -21.213 108.916 -1.302
F -35.603 -20.991 109.248 0.065
F -37.103 -21.713 107.710 0.209
F -37.450 -22.331 109.752 0.037
F -37.892 -20.220 109.131 0.186
C -34.775 -18.980 106.395 -0.060
C -34.924 -19.600 105.044 -0.255
N -35.078 -20.128 103.930 0.078
H -33.759 -18.228 106.355 0.178
H -35.631 -18.732 106.732 -0.028
H -34.573 -19.914 107.102 0.086
C -35.047 -24.149 111.397 0.001
C -33.602 -24.704 111.035 -0.217
N -32.545 -24.994 110.807 0.108
H -35.453 -24.605 112.395 0.128
H -35.095 -23.147 111.506 0.023
H -35.702 -24.394 110.725 -0.045
C -33.434 -22.739 106.916 -0.064
C -32.438 -21.618 107.138 -0.284
N -31.674 -20.752 107.214 0.131
H -34.592 -22.222 106.981 0.129
H -33.383 -23.205 105.913 0.077
H -33.334 -23.386 107.793 0.053
C -37.241 -15.825 111.146 -0.064
C -36.974 -17.282 110.579 -0.305
O -38.043 -17.596 109.772 -0.047
H -36.671 -15.662 112.080 0.068
H -38.385 -15.707 111.428 0.110
H -36.980 -15.155 110.423 0.016
H -36.985 -18.062 111.406 0.133
H -36.028 -17.331 110.227 0.062
H -38.375 -18.416 109.716 -0.013
C -32.024 -20.020 112.465 -0.052
C -32.499 -20.367 110.998 -0.253
O -33.591 -19.540 110.472 -0.154
H -31.526 -19.188 112.498 0.006
H -31.319 -20.739 112.695 0.050
H -32.790 -20.091 113.156 0.052
H -32.724 -21.383 111.001 0.064
H -31.586 -20.126 110.378 0.113
H -34.372 -20.124 110.057 0.093
C -36.519 -25.257 108.023 -0.044
C -37.592 -25.829 108.970 -0.289
O -38.510 -24.758 109.020 -0.102
H -37.147 -25.137 107.072 0.113
H -35.746 -25.960 107.940 0.064
H -36.187 -24.374 108.369 0.014
H -37.185 -26.021 109.950 0.089
H -38.066 -26.802 108.864 0.114
H -37.888 -24.039 109.155 0.027
```